No. 1
{"formula": "C4H13O4", "method": "ωB97M-V/def2-TZVPD", "symbols": ["C", "O", "C", "C", "C", "O", "H", "H", "H", "H", "H", "H", "H", "H", "H", "H", "H", "O", "H", "H", "O"], "positions_angstrom": [[2.06041, 0.92168, -0.31202], [1.55526, 1.30012, -1.59693], [1.16585, 1.34445, 0.83971], [-0.32965, 1.01658, 0.87116], [-0.69883, -0.44427, 1.13867], [-1.81682, -0.92388, 0.47654], [3.03167, 1.46271, -0.27812], [2.22200, -0.13037, -0.16868], [1.22452, 2.41283, 1.09829], [1.64384, 0.86689, 1.68669], [-0.90854, 1.26918, -0.06819], [-0.84747, 1.83132, 1.39650], [0.13671, -0.95184, 0.56173], [-0.77140, -0.61301, 2.21690], [-1.55086, -0.53633, -0.91038], [-0.91266, -3.08514, -0.80919], [-1.83050, -2.29825, 0.16715], [-1.60281, -3.31182, -0.17443], [0.77520, 0.71714, -1.75928], [-1.20558, -0.77430, -2.51263], [-1.34032, -0.07371, -1.86350]], "nbo_charge": [-0.06, -0.75, -0.42, -0.46, -0.05, -0.89, 0.16, 0.16, 0.19, 0.18, 0.24, 0.19, 0.12, 0.14, 0.50, 0.43, 0.50, -1.06, 0.50, 0.45, -1.07], "e_above_lowest_kcal_mol": 28.4, "total_charge": -1}

=====

No. 2
{"formula": "C14H41O10", "method": "ωB97M-V/def2-TZVPD", "symbols": ["C", "O", "O", "O", "H", "C", "O", "H", "H", "H", "H", "C", "O", "H", "H", "H", "H", "C", "O", "H", "H", "H", "H", "C", "O", "H", "H", "H", "H", "C", "C", "C", "O", "H", "H", "H", "H", "H", "H", "H", "H", "C", "C", "C", "O", "H", "H", "H", "H", "H", "H", "H", "H", "C", "C", "C", "O", "H", "H", "H", "H", "H", "H", "H", "H"], "positions_angstrom": [[-40.90059, -20.70711, -6.98365], [-41.59345, -21.56974, -7.58085], [-40.06524, -21.16348, -5.97534], [-40.90042, -19.49132, -7.25406], [-40.14146, -22.14127, -6.09939], [-42.57925, -17.87385, -9.41413], [-41.38362, -17.43047, -8.94905], [-43.26818, -17.40939, -8.96824], [-42.44452, -18.95168, -9.14553], [-42.74114, -17.74432, -10.55785], [-40.89654, -18.07095, -8.38401], [-37.86271, -17.98594, -7.38702], [-38.28804, -18.79762, -6.30687], [-36.76045, -18.33953, -7.95143], [-37.76158, -16.95936, -6.92165], [-38.63034, -17.77682, -8.18007], [-39.28824, -18.97788, -6.56384], [-45.05587, -20.17176, -7.02815], [-44.25076, -20.97038, -7.89862], [-44.89665, -20.64008, -5.91784], [-45.98752, -20.43079, -7.37879], [-45.03777, -19.15431, -7.19230], [-43.37744, -20.81797, -7.67228], [-38.83231, -19.62557, -2.67573], [-39.52359, -20.67482, -3.35982], [-38.16284, -19.04444, -3.40729], [-37.98678, -20.12447, -2.12934], [-39.46175, -19.06485, -2.02863], [-39.77709, -20.34285, -4.18129], [-38.27868, -21.04609, -9.40074], [-39.55648, -20.67145, -10.06537], [-39.19437, -20.22705, -11.55398], [-40.45580, -21.74460, -10.13199], [-37.46423, -20.15602, -9.29651], [-37.66827, -21.86634, -9.85676], [-38.16623, -21.42439, -8.36214], [-40.09818, -19.83084, -9.62777], [-39.98091, -20.14109, -12.34211], [-38.50115, -21.19221, -11.96440], [-38.61339, -19.32919, -11.61207], [-40.78724, -21.78668, -9.25514], [-42.63948, -18.32277, -3.22672], [-42.60821, -17.85808, -4.73055], [-43.60396, -16.82432, -5.23233], [-41.27142, -17.43489, -4.97665], [-41.99857, -19.05341, -2.89543], [-43.43654, -18.49600, -2.84136], [-42.08269, -17.49946, -2.46339], [-42.69689, -18.87113, -5.19687], [-43.47089, -16.54748, -6.29350], [-43.57175, -15.89140, -4.60627], [-44.76808, -17.14839, -4.85081], [-40.83257, -18.02190, -5.59997], [-39.36897, -24.06728, -6.98300], [-40.73130, -24.75334, -7.13213], [-40.92096, -26.06476, -6.21882], [-41.64691, -23.86197, -6.59894], [-39.06600, -23.60687, -5.83327], [-39.33841, -23.20904, -7.65255], [-38.53319, -24.72091, -7.41222], [-40.79460, -24.99482, -8.09912], [-40.05734, -26.72880, -6.48727], [-41.82401, -26.49585, -6.34911], [-40.97324, -25.62863, -5.23437], [-41.69744, -23.09183, -7.13450]], "nbo_charge": [1.00, -0.82, -0.75, -0.81, 0.52, -0.21, -0.77, 0.14, 0.19, 0.13, 0.51, -0.25, -0.77, 0.14, 0.16, 0.18, 0.50, -0.25, -0.73, 0.15, 0.17, 0.17, 0.48, -0.27, -0.74, 0.19, 0.16, 0.16, 0.49, -0.66, 0.05, -0.60, -0.73, 0.21, 0.21, 0.23, 0.19, 0.22, 0.18, 0.20, 0.49, -0.57, 0.08, -0.62, -0.75, 0.22, 0.16, 0.16, 0.18, 0.23, 0.21, 0.19, 0.49, -0.65, 0.10, -0.61, -0.75, 0.20, 0.22, 0.21, 0.15, 0.19, 0.20, 0.22, 0.50], "total_charge": -1}

=====

No. 3
{"formula": "C7H11N", "method": "ωB97M-V/def2-TZVPD", "symbols": ["C", "C", "N", "C", "C", "C", "C", "C", "H", "H", "H", "H", "H", "H", "H", "H", "H", "H", "H"], "positions_angstrom": [[0.09968, 0.94693, -1.95626], [1.31482, 1.02754, -1.44522], [1.74520, 0.45994, -0.09446], [0.67911, -0.32118, 0.67256], [-0.27909, 0.56274, 1.60729], [-1.52248, -0.06406, 1.45916], [-1.76981, -1.27948, 0.21720], [-0.21439, -1.24769, -0.28880], [-0.74280, 0.31696, -1.24147], [-0.21819, 1.57040, -2.76863], [2.25200, 1.58048, -1.58582], [2.42650, 1.12061, 0.42698], [1.42562, -0.86696, 1.42779], [-0.13495, 1.47233, 2.22944], [-2.38617, 0.07371, 2.19919], [-2.17046, -2.25372, 0.60899], [-2.62015, -0.74798, -0.65580], [0.02462, -0.87777, -1.48606], [0.08050, -2.35639, -0.08899]], "nbo_charge": [-0.56, 0.00, -0.67, -0.07, -0.26, -0.18, -0.43, -0.52, 0.25, 0.23, 0.21, 0.39, 0.22, 0.24, 0.20, 0.23, 0.21, 0.29, 0.23], "e_above_lowest_kcal_mol": 161.3}

=====

No. 4
{"formula": "C3H6N2O2", "method": "ωB97M-V/def2-TZVPD", "symbols": ["C", "C", "N", "N", "C", "O", "O", "H", "H", "H", "H", "H", "H"], "positions_angstrom": [[-1.52442, 0.61402, -0.16826], [0.22866, -0.27188, 0.10782], [-2.16463, -0.08211, 0.67184], [0.77492, -0.85839, -1.08150], [1.11576, 0.38272, 0.90661], [2.38849, 0.57703, 0.55150], [-1.50941, 1.30354, -1.13353], [2.50364, 0.07597, -0.28354], [-0.59402, -0.83732, 0.76102], [-3.08540, 0.14033, 1.01980], [0.76958, -0.17979, -1.83859], [0.24744, -1.66978, -1.37721], [0.84941, 0.80566, 1.86404]], "nbo_charge": [0.81, -0.34, -0.91, -0.87, 0.28, -0.63, -0.55, 0.50, 0.35, 0.39, 0.38, 0.39, 0.20], "e_above_lowest_kcal_mol": 93.5}

=====

no.,frontier orbital gap (eV)
1,8.20
2,10.12
3,9.24
4,8.90